1.
{"formula": "C42H54BBeF4N6O4", "method": "the ωB97M-V functional and the def2-TZVPD basis", "elements": ["Be", "B", "F", "F", "F", "F", "N", "C", "C", "C", "C", "C", "H", "H", "H", "H", "H", "N", "C", "C", "C", "C", "C", "H", "H", "H", "H", "H", "N", "C", "C", "C", "C", "C", "H", "H", "H", "H", "H", "N", "C", "C", "C", "C", "C", "H", "H", "H", "H", "H", "N", "C", "C", "C", "C", "C", "H", "H", "H", "H", "H", "N", "C", "C", "C", "C", "C", "H", "H", "H", "H", "H", "C", "C", "O", "C", "H", "H", "H", "H", "H", "H", "C", "C", "O", "C", "H", "H", "H", "H", "H", "H", "C", "C", "O", "C", "H", "H", "H", "H", "H", "H", "C", "C", "O", "C", "H", "H", "H", "H", "H", "H"], "positions_angstrom": [[2.08239, -9.79152, 1.93807], [-0.58213, -13.22735, 4.90829], [0.12530, -13.34643, 3.68020], [-0.47388, -11.87453, 5.16365], [-1.91482, -13.57466, 4.72279], [0.12565, -13.93466, 5.86373], [6.79530, -12.15239, 4.22297], [8.00982, -11.54848, 4.15616], [9.11186, -12.04504, 4.87522], [8.97118, -13.21833, 5.50413], [7.78307, -13.95772, 5.50482], [6.73178, -13.38505, 4.84650], [8.15433, -10.74403, 3.45021], [10.01871, -11.46236, 4.94235], [9.80601, -13.51583, 6.12134], [7.72261, -14.90690, 6.01650], [5.79427, -13.91644, 4.77495], [-1.83663, -4.98550, 2.57234], [-1.91140, -3.96048, 1.69836], [-2.78423, -2.89338, 1.88096], [-3.66631, -2.87738, 2.94896], [-3.72022, -4.00307, 3.74182], [-2.82332, -5.03248, 3.52291], [-1.21676, -3.91853, 0.87246], [-2.85032, -2.04100, 1.22105], [-4.38620, -2.07298, 2.98217], [-4.43583, -4.19973, 4.52645], [-2.73907, -5.91144, 4.14478], [-9.98744, -16.28514, 5.44155], [-8.97224, -15.82655, 4.76247], [-9.06096, -14.98051, 3.63583], [-10.32867, -14.41927, 3.26737], [-11.37793, -14.76707, 4.08732], [-11.16070, -15.76980, 5.11680], [-8.02139, -16.20727, 5.10503], [-8.20310, -14.62622, 3.08359], [-10.42113, -13.69913, 2.46783], [-12.34070, -14.29441, 3.96054], [-11.94405, -16.04761, 5.80642], [-2.52432, -10.57487, -1.27993], [-3.81405, -10.58959, -0.86165], [-4.89484, -10.69498, -1.82195], [-4.68337, -10.79546, -3.17942], [-3.35017, -10.76593, -3.60244], [-2.37501, -10.71859, -2.62964], [-4.02627, -10.44953, 0.18799], [-5.89106, -10.71057, -1.40516], [-5.45235, -10.83101, -3.93692], [-3.08283, -10.99837, -4.62269], [-1.33155, -10.78765, -2.89950], [-7.78101, -7.54839, 9.52555], [-7.67101, -8.58759, 8.65732], [-6.44648, -9.23959, 8.49474], [-5.32008, -8.75101, 9.20917], [-5.38772, -7.57524, 9.98087], [-6.64424, -7.04559, 10.07124], [-8.57817, -8.74009, 8.09145], [-6.26792, -10.12731, 7.90615], [-4.38755, -9.29308, 9.15498], [-4.63720, -7.03206, 10.53595], [-6.79442, -6.28334, 10.82146], [4.00772, -6.27093, 5.63733], [4.76791, -5.17326, 5.26267], [5.74448, -4.66458, 6.10064], [5.78642, -5.05645, 7.38196], [4.96455, -6.07901, 7.85950], [4.06909, -6.65296, 6.94261], [4.69904, -4.86347, 4.23036], [6.35867, -3.88272, 5.67890], [6.47232, -4.50770, 8.01031], [4.99162, -6.40234, 8.88962], [3.48521, -7.51671, 7.22441], [5.30278, -14.58044, -3.26010], [3.92359, -14.41525, -2.67766], [3.70286, -13.50785, -1.90306], [2.74442, -15.23087, -3.27644], [5.59185, -15.62912, -3.19074], [5.91406, -13.92418, -2.64060], [5.48985, -14.16165, -4.24889], [3.06230, -16.24348, -3.52479], [2.69232, -14.70155, -4.22786], [1.78965, -15.19713, -2.75168], [0.46503, -12.02740, 13.32288], [0.63739, -10.57984, 13.73929], [0.79934, -9.62535, 12.98912], [1.00304, -10.46206, 15.20169], [1.36570, -12.64089, 13.34624], [0.20041, -11.96234, 12.26748], [-0.34141, -12.51577, 13.86992], [0.17137, -10.66169, 15.87738], [1.29326, -9.44072, 15.44815], [1.85221, -11.08570, 15.48112], [-0.89774, -18.77697, 8.73730], [0.49359, -18.92372, 9.39303], [0.61914, -19.12103, 10.57218], [1.72674, -18.74135, 8.52431], [-1.54621, -18.25640, 9.44199], [-1.07137, -19.83743, 8.55457], [-0.92926, -18.12628, 7.86340], [1.51067, -18.60612, 7.46453], [2.57729, -19.36713, 8.79465], [2.14622, -17.77503, 8.80423], [-3.26403, -17.98461, -0.27837], [-3.64866, -18.15579, -1.72546], [-2.98054, -18.89574, -2.44505], [-4.82057, -17.30863, -2.25821], [-2.24972, -18.33157, -0.08117], [-3.88840, -18.59225, 0.37664], [-3.47771, -16.95830, 0.02015], [-5.81205, -17.60731, -1.91781], [-4.97084, -17.65384, -3.28110], [-4.55903, -16.26343, -2.09307]], "max_force_ev_per_a": 3.13, "homo_ev": -10.7644, "gap_ev": 1.1, "total_charge": 1, "de_lowest_kcal_mol": 341.56, "e_tot_ha": -2700.804071, "multiplicity": 1}

=====

2.
{"formula": "C42H54CsN5O8Si", "method": "the ωB97M-V functional and the def2-TZVPD basis", "elements": ["Cs", "O", "C", "O", "C", "C", "C", "N", "C", "C", "C", "O", "O", "H", "H", "H", "C", "C", "O", "C", "C", "H", "H", "H", "H", "H", "H", "H", "H", "H", "H", "C", "C", "N", "O", "H", "H", "H", "H", "H", "O", "C", "C", "C", "C", "C", "C", "N", "H", "H", "H", "H", "H", "H", "H", "H", "H", "H", "H", "C", "C", "C", "C", "Si", "O", "C", "C", "C", "C", "C", "C", "C", "C", "C", "C", "C", "C", "H", "H", "H", "H", "H", "H", "H", "H", "H", "H", "H", "H", "H", "H", "H", "H", "H", "H", "H", "N", "C", "N", "C", "C", "C", "C", "C", "C", "H", "H", "H", "H", "H", "H"], "positions_angstrom": [[12.37643, -19.65269, -10.99578], [10.99015, -22.26671, -18.59842], [11.01130, -22.90803, -17.55590], [10.50683, -24.01763, -17.30439], [11.74337, -22.25041, -16.27863], [12.27962, -23.09996, -15.30941], [12.67127, -22.60742, -14.08649], [12.65212, -21.30600, -13.73791], [12.30654, -20.47117, -14.71771], [11.76693, -20.88314, -15.91577], [12.51586, -18.99168, -14.56839], [12.06995, -18.20929, -15.44509], [13.27469, -18.62481, -13.62917], [12.18810, -24.16603, -15.49599], [12.92023, -23.26276, -13.26084], [11.28618, -20.18372, -16.57066], [9.01421, -16.96619, -11.22931], [9.93880, -16.75427, -10.02092], [9.73740, -17.79058, -9.11336], [10.30203, -17.45674, -7.82729], [9.98843, -18.69761, -7.02105], [9.04835, -16.09499, -11.86576], [8.00861, -17.08255, -10.78491], [9.25607, -17.82501, -11.89168], [9.73257, -15.77370, -9.53111], [11.00483, -16.69864, -10.41817], [9.75422, -16.55934, -7.49510], [11.36672, -17.21359, -7.91644], [8.98674, -18.93924, -7.22217], [10.11681, -18.50041, -5.95508], [10.58861, -19.55180, -7.26993], [16.97191, -18.72866, -14.50918], [16.89623, -19.81708, -13.54177], [15.67278, -20.05270, -13.06591], [17.85110, -20.50538, -13.15763], [16.10554, -18.07579, -14.55314], [17.08206, -19.20894, -15.49273], [17.87658, -18.19390, -14.29558], [14.81267, -19.59591, -13.44692], [15.53491, -20.85218, -12.48482], [14.31211, -22.19633, -10.90084], [14.62125, -22.28727, -9.72275], [14.37881, -23.63866, -9.02602], [13.11843, -23.42926, -8.07542], [13.32226, -22.38610, -7.06436], [14.78741, -22.24946, -6.62989], [15.62971, -21.42634, -7.63908], [14.98611, -21.25956, -8.92951], [15.23205, -24.04765, -8.46978], [14.20127, -24.38872, -9.79816], [13.02059, -24.42215, -7.60071], [12.22522, -23.41060, -8.65064], [12.72010, -22.51699, -6.17430], [13.06459, -21.44037, -7.47880], [15.31417, -23.19738, -6.38135], [14.81023, -21.68308, -5.71730], [16.64588, -21.78453, -7.77199], [15.66066, -20.39377, -7.28480], [14.98871, -20.27424, -9.29751], [17.45840, -17.36360, -8.74208], [16.30860, -16.33314, -8.52388], [16.18011, -15.62850, -9.92851], [16.82690, -15.25485, -7.58344], [14.76902, -17.33642, -7.87438], [14.30496, -18.51616, -8.81349], [15.23226, -18.04723, -6.13084], [16.27865, -17.59125, -5.30339], [16.49046, -18.12885, -4.02102], [15.67445, -19.09908, -3.50352], [14.60189, -19.45305, -4.26751], [14.37442, -18.93965, -5.52098], [13.56177, -15.93395, -7.51680], [13.12860, -15.12152, -8.59907], [12.23610, -14.04635, -8.44302], [11.69382, -13.78453, -7.17717], [12.10738, -14.56598, -6.13373], [12.97720, -15.64212, -6.29787], [18.37664, -16.82077, -9.07601], [17.19714, -18.18317, -9.42995], [17.67871, -17.80212, -7.75317], [17.18473, -15.31091, -10.25614], [15.51256, -14.74126, -9.93423], [15.81248, -16.34500, -10.70516], [17.53425, -14.69264, -8.17718], [17.44191, -15.62307, -6.74078], [16.06810, -14.56451, -7.23465], [16.88581, -16.74371, -5.63362], [17.22190, -17.78454, -3.26998], [16.01412, -19.66847, -2.64680], [13.88348, -20.17602, -3.89690], [13.40711, -19.21708, -5.97357], [13.41888, -15.37574, -9.61896], [12.03696, -13.40922, -9.36353], [11.06007, -12.89243, -7.02524], [11.71176, -14.36651, -5.11573], [13.16163, -16.24570, -5.40108], [12.47908, -16.02560, -13.01820], [12.96666, -15.21004, -12.10090], [12.20048, -14.19964, -11.79630], [11.10690, -14.34479, -12.58629], [9.96671, -13.48873, -12.72003], [9.12160, -13.79234, -13.72961], [9.29285, -14.93335, -14.53874], [10.32455, -15.81223, -14.36896], [11.22988, -15.52726, -13.38876], [12.82366, -16.94239, -13.39786], [13.98940, -15.36197, -11.68503], [9.87992, -12.46860, -12.33162], [8.33241, -13.10234, -14.06376], [8.60404, -15.01685, -15.37277], [10.52589, -16.68061, -15.01340]], "max_force_ev_per_a": 3.86, "homo_ev": -3.2518, "gap_ev": 6.4, "total_charge": -2, "de_lowest_kcal_mol": 0.00, "e_tot_ha": -2818.429738, "multiplicity": 1}